[1]
# C11H21N

An isolated molecule of C11H21N at a distorted geometry (the ωB97M-V functional and the def2-TZVPD basis, OMol25).

```
33
Properties=species:S:1:pos:R:3:forces:R:3
C -2.870600 0.111288 0.299773 -1.5205 -0.3279 0.0607
C -1.951730 -1.014516 0.683797 0.6063 0.1530 1.0555
C -0.567765 -0.582615 1.208066 -2.5333 0.6524 -2.8561
C 0.231262 0.086814 0.109385 1.4599 1.7300 0.3453
C 1.023414 -1.149033 -0.686369 -0.8705 2.3507 0.6028
C 2.518934 -1.353360 -0.235059 -0.6401 0.3481 0.2995
C 3.416878 -0.081858 -0.422055 -0.5248 0.6010 -0.5363
C 2.613062 1.186515 -0.044928 -1.6987 -1.0041 0.9013
C 1.486081 0.987361 1.014665 -1.1866 -3.6270 -4.5808
C -0.816964 0.991920 -0.901126 3.1955 -0.0190 3.0670
C -2.067835 1.415312 -0.091548 -1.7134 0.1326 -1.6907
H -4.146932 0.348124 -1.173353 -0.6981 -0.2559 -0.8278
H -3.471941 -1.178775 -1.345142 -0.2175 1.0967 0.6904
H -3.520567 0.439921 1.130441 0.3461 -0.3434 -0.0480
H -1.826131 -1.642818 -0.162696 0.3589 -0.5143 -1.1507
H -2.291313 -1.723628 1.435497 -0.9110 0.2680 0.1559
H -0.792244 -0.123418 2.116936 0.3939 1.4460 1.5013
H -0.200927 -1.512028 1.379370 2.0001 -2.5581 1.2087
H 0.429368 -2.027649 -0.352976 0.5106 0.2428 -0.9136
H 0.959922 -0.974995 -1.839756 0.1969 -0.4759 2.0346
H 2.669213 -1.684723 0.850060 -0.7625 0.3733 -1.4106
H 2.712710 -2.217580 -0.858829 1.1940 -0.1304 -0.0231
H 3.781642 0.118928 -1.489831 -0.1097 -0.8300 1.5188
H 4.239599 -0.075961 0.345648 -0.3907 -0.4306 -1.2126
H 2.065494 1.746250 -0.818781 0.4850 -0.5766 -0.4155
H 3.260281 1.881463 0.376655 1.5489 1.3866 0.5428
H 1.282054 1.937768 1.338198 -1.4362 2.1880 0.9435
H 1.585681 0.295569 1.824604 0.8522 -0.1962 0.5620
H -0.204726 1.817851 -1.299473 -0.3299 0.1151 0.4391
H -0.926245 0.385145 -1.770911 -1.0906 -0.6825 -0.4714
H -2.748859 2.057811 -0.828948 1.2056 -1.1236 1.6661
H -1.969841 2.031782 0.888460 0.5611 -1.0003 -1.8817
N -3.900989 -0.496873 -0.679760 1.7192 1.0114 0.4238
```
Positions in Å, forces in eV/Å.

Output
frontier orbital gap = 10.06 eV
structure (SMILES) = NC1CCC2(CCCCC2)CC1
energy = -486.36901 Eh
largest force on an atom = 0.116 hartree/bohr

These are the Mulliken partial charges, in e, on atoms 1 to 5: 0.08, -1.19, -1.71, 1.51, -0.72



[2]
# C11H21N2O17

A cluster of 7 separate species, C11H21N2O17 in total at a distorted geometry (the ωB97M-V functional and the def2-TZVPD basis, OMol25).

```
51
Properties=species:S:1:pos:R:3:forces:R:3
C -3.041345 1.079991 -1.060304 -0.4485 -0.0862 0.6410
C -3.120953 2.220923 -0.109536 -0.2943 -0.4608 -1.1933
O -3.908044 3.115277 -0.158010 0.0889 0.4721 0.5973
N -2.127213 2.247985 1.029388 0.5624 1.3312 -0.2702
H -1.256721 1.730980 0.815029 -0.0332 -1.9734 -0.1579
H -1.713463 3.185157 1.043732 -0.8190 0.2941 0.2955
C -2.720267 1.856810 2.342554 0.6816 -0.4648 0.0530
H -4.053440 0.845195 -1.389815 -0.0160 -0.0028 0.0715
H -2.615010 0.200701 -0.578387 0.1432 0.0233 -0.3650
H -2.501228 1.368159 -1.965944 0.3288 -0.0785 0.1718
H -2.926926 0.789020 2.304276 -0.0309 0.0249 0.0154
H -3.605785 2.443322 2.559019 -0.0020 0.1277 -0.1832
H -1.945186 1.983386 3.096352 -0.1392 -0.0200 0.1067
C 2.532230 1.354272 0.886137 -0.2712 -0.2989 0.6101
C 3.544974 0.550881 0.166896 -0.2376 0.6183 0.0319
O 4.486906 0.964963 -0.430465 0.4310 -0.1371 -0.1918
N 3.429453 -0.939966 0.262216 0.2018 -0.2035 -0.1139
H 2.488887 -1.300373 -0.029705 -0.4534 0.3159 -0.1209
H 4.103793 -1.268439 -0.428848 -0.0953 -0.1699 0.0261
C 3.778077 -1.453761 1.640831 -0.3259 -0.2031 -0.7991
H 2.879808 2.350045 1.148595 0.3951 -0.0867 -0.2305
H 2.233035 0.837775 1.801723 -0.2655 0.0702 -0.0100
H 1.638984 1.473296 0.276870 -0.0351 -0.1368 -0.1316
H 4.055305 -2.496325 1.506878 -0.3248 -0.1096 0.1661
H 2.852002 -1.366440 2.203114 0.2927 -0.0450 0.4571
H 4.623073 -0.883600 2.018853 -0.1742 0.1745 0.1522
O 0.651638 -0.004848 3.166567 0.3713 -0.3148 -0.5833
C -0.235922 0.101228 4.221182 -0.9056 1.2005 1.5424
O 0.186267 0.781091 5.192654 0.4508 -0.3435 -0.4630
O -1.385727 -0.373220 4.112643 0.2983 -0.2790 -0.7382
H 0.195546 -0.340664 2.369244 -0.2348 0.0322 0.2489
O 0.026686 -4.032599 0.988812 0.6778 0.0944 -0.0235
C 1.162691 -4.799084 0.874492 1.4405 -1.4739 -0.4075
O 2.269761 -4.173178 0.825091 -0.2005 1.0294 0.1617
O 1.068009 -6.036761 0.801275 -0.8284 0.3100 0.2495
H 0.448797 -3.161471 0.923894 -0.6954 0.2442 0.0142
O -0.113949 1.111635 -1.370839 0.6551 -1.0006 -0.1307
C 0.085344 0.014228 -0.566454 0.9492 0.3647 1.1941
O 0.888696 -0.865332 -0.942914 -0.0616 0.1407 -0.0026
O -0.416029 0.128657 0.583698 -0.5323 0.2365 -0.0862
H 0.470984 0.879421 -2.122020 -0.4160 0.5154 -0.5398
O 0.546755 0.150325 -4.148906 -0.1183 0.2620 -0.5838
C 0.576505 1.505442 -4.408430 -0.6354 3.0730 0.3826
O -0.523356 1.998105 -4.783242 0.1716 -0.7694 -0.4117
O 1.583528 2.202372 -4.137637 0.6117 -1.3754 0.0929
H -0.379068 0.031711 -4.460065 0.1556 -0.7292 0.4551
O -1.986275 -0.887936 -3.667018 0.4066 -0.3714 -0.0745
C -3.269976 -1.219737 -3.247951 -1.6879 0.1765 0.0901
O -4.178677 -1.011399 -4.080266 0.5426 -0.0090 -0.0429
O -3.394955 -1.625448 -2.071362 0.5284 -0.1064 -0.0694
H -1.388233 -1.261790 -3.003914 -0.1030 0.1179 0.0977
```
Positions in Å, forces in eV/Å.

Output
frontier orbital gap = 6.29 eV
energy = -1820.44639 Eh
charge = -3
largest force on an atom = 0.061 hartree/bohr

These are the Mulliken partial charges, in e, on atoms 1 to 5: -0.73, 0.28, -0.58, 0.55, -0.15



[3]
# C11H21N2O3S2

The ion C11H21N2O3S2 with charge +1 at a distorted geometry (the ωB97M-V functional and the def2-TZVPD basis, OMol25).

```
39
Properties=species:S:1:pos:R:3:forces:R:3
O -2.180976 0.014568 -1.608467 0.5671 -0.3080 -0.1516
N -2.415056 0.885680 -0.550863 -2.4126 1.5406 0.3877
C -1.552497 2.114417 -0.508835 1.8972 -0.8865 -0.4650
C -0.074455 1.671486 -0.530256 -0.7437 0.2743 0.1054
C 0.776048 2.601507 0.298602 0.5171 -0.1342 0.5312
S 2.482699 1.996224 0.521161 0.0854 -0.4951 -1.0051
C 2.213942 0.290390 1.031801 -0.2341 0.8654 0.3354
S 1.315809 0.014688 2.357789 -0.1042 -0.2108 -0.0900
N 2.845444 -0.690934 0.236310 -0.3948 -0.5930 0.8538
C 3.727886 -1.569265 1.041334 0.8070 -0.1884 0.0427
C 3.854123 -2.981723 0.472258 -0.0299 0.4326 0.2799
O 3.644506 -2.953772 -0.920987 -0.1561 -0.3476 0.0631
C 2.270313 -2.749169 -1.112522 0.0543 -0.1581 0.2699
C 1.809142 -1.388315 -0.550795 -0.0088 0.3021 -1.1837
C -3.845920 1.366082 -0.797344 -0.7248 0.5173 -0.3839
C -4.707091 0.850258 0.342333 1.3736 0.0645 1.1247
O -3.873557 -0.161802 0.945271 -0.7448 0.0536 -0.5362
C -2.564409 0.199391 0.788071 0.9557 -2.2867 0.2129
H -1.414864 -0.548174 -1.388207 -0.0268 0.2611 0.0877
H -1.791603 2.648093 0.401420 -0.2891 0.0387 0.1264
H -1.727030 2.723527 -1.385280 -0.5071 0.0299 -0.0911
H 0.245685 1.635642 -1.566328 0.2862 -0.1038 -0.0526
H -0.013081 0.672863 -0.106494 0.1159 -0.1855 0.0844
H 0.893704 3.564429 -0.190570 0.0541 0.1651 0.0244
H 0.347971 2.753949 1.285718 -0.1696 0.0570 0.0821
H 4.717255 -1.119072 1.010357 0.0635 0.2246 -0.0524
H 3.458105 -1.636477 2.094153 -0.3329 0.0829 0.0112
H 4.843745 -3.371053 0.681393 0.1668 -0.0063 -0.1140
H 3.135290 -3.635539 0.975646 -0.1365 -0.1968 -0.2228
H 2.050102 -2.875523 -2.168065 0.0609 0.2958 -0.1292
H 1.715398 -3.526834 -0.579308 -0.0069 -0.1818 0.0011
H 0.863533 -1.541963 -0.016214 0.1255 0.0106 0.4152
H 1.582560 -0.741280 -1.402043 -0.0280 0.1709 -0.0120
H -4.192062 1.033886 -1.766408 0.3384 -0.3974 -0.1560
H -3.852673 2.446608 -0.832975 0.1760 0.1862 0.0869
H -5.651858 0.434426 0.034064 -0.1487 -0.2036 -0.0017
H -4.817221 1.599937 1.124233 -0.5066 0.3267 -0.2170
H -2.079929 0.730056 1.607882 -0.3296 0.8628 -0.1553
H -2.038978 -0.757210 0.732163 0.3909 0.1210 -0.1065
```
Positions in Å, forces in eV/Å.

Output
frontier orbital gap = 7.88 eV
structure (SMILES) = O[N@@+]1(CCCSC(=S)N2CCOCC2)CCOC1
energy = -1562.94321 Eh
charge = +1
largest force on an atom = 0.056 hartree/bohr

These are the Mulliken partial charges, in e, on atoms 1 to 5: -0.48, 0.76, -1.15, 0.56, -1.05